The following is a quantum chemistry calculation of C27H32AuClN2O3 as an isolated structure, from the OMol25 dataset.

XYZ file:
```
66
Properties=species:S:1:pos:R:3:forces:R:3:nbo_charge:R:1
Au -0.042476 3.064482 -1.233727 0.03 0.58 -0.13 0.81
C 5.186324 -1.846318 -1.728127 -0.27 0.01 0.00 -0.61
C 3.677424 -2.097318 -1.792027 0.11 -0.10 0.01 -0.09
C 3.378924 -2.970018 -3.020027 0.03 0.13 0.15 -0.59
C 3.233624 -2.798618 -0.500327 0.08 0.09 -0.15 -0.59
C 2.885224 -0.807918 -1.908127 -0.04 0.29 -0.01 0.08
C 3.460124 0.456882 -1.886727 -0.12 -0.17 -0.05 -0.26
C 2.647824 1.571782 -2.003027 0.33 -0.05 -0.04 0.08
N 1.334024 1.502582 -2.111827 -0.15 0.12 0.04 -0.50
C 0.740824 0.303182 -2.090727 0.76 -0.30 -0.07 0.19
C 1.498224 -0.858718 -2.019927 -0.07 0.23 0.02 -0.24
C -0.734476 0.278182 -2.128927 -0.79 -0.03 -0.09 0.16
C -1.462676 -0.881718 -1.872027 0.03 0.13 -0.01 -0.20
C -2.852176 -0.872118 -1.919227 0.11 0.29 -0.09 0.03
C -3.450876 0.363382 -2.160027 0.11 -0.02 -0.02 -0.20
C -2.660676 1.471482 -2.409027 -0.32 -0.14 -0.05 0.06
N -1.338976 1.433282 -2.417427 0.07 -0.42 -0.23 -0.48
C -3.704876 -2.119318 -1.754627 -0.07 -0.15 0.05 -0.09
C -2.850276 -3.389218 -1.696027 -0.11 0.22 0.00 -0.61
C -4.652676 -2.219418 -2.961327 0.14 0.03 0.13 -0.59
C -4.527576 -1.990818 -0.465127 0.12 -0.02 -0.13 -0.59
H 5.712724 -2.795518 -1.652427 0.02 -0.08 0.00 0.22
H 5.446224 -1.250918 -0.856227 0.09 0.08 0.08 0.21
H 5.533824 -1.336118 -2.624327 0.09 0.06 -0.07 0.21
H 3.987024 -3.870718 -3.000327 0.06 -0.13 0.03 0.21
H 3.605324 -2.421518 -3.931927 0.04 0.01 -0.13 0.21
H 2.334924 -3.266118 -3.055027 -0.15 -0.07 -0.03 0.21
H 3.774224 -3.732218 -0.365627 0.07 -0.13 0.00 0.21
H 2.168824 -3.014318 -0.517527 -0.11 -0.08 0.04 0.21
H 3.433024 -2.155018 0.353773 0.00 0.01 0.13 0.22
H 4.520924 0.590782 -1.772327 0.16 0.05 -0.03 0.23
H 3.072624 2.565582 -1.998927 0.04 0.04 0.01 0.21
H 1.007224 -1.816018 -2.028927 -0.08 -0.10 -0.06 0.21
H -0.941376 -1.783618 -1.610227 0.06 -0.17 -0.05 0.21
H -4.524076 0.472282 -2.162127 -0.09 0.02 -0.06 0.21
H -3.107376 2.430682 -2.637227 -0.05 0.03 0.07 0.20
H -2.235476 -3.479618 -2.590427 0.07 -0.07 -0.06 0.21
H -3.488476 -4.268518 -1.633127 -0.08 -0.03 0.01 0.22
H -2.201676 -3.387618 -0.822427 0.09 -0.04 0.09 0.21
H -4.086976 -2.241318 -3.890627 0.04 -0.03 -0.11 0.21
H -5.329776 -1.371518 -2.999027 -0.11 0.08 -0.04 0.21
H -5.253276 -3.124218 -2.899727 -0.04 -0.11 0.04 0.21
H -3.873576 -1.972518 0.404373 0.04 0.01 0.11 0.21
H -5.213076 -2.830518 -0.367027 -0.05 -0.09 0.01 0.21
H -5.108776 -1.072318 -0.469827 -0.10 0.08 0.04 0.21
C -1.526476 3.869882 4.161573 0.01 -0.11 -0.01 -0.63
C -0.201576 3.314282 4.604973 0.06 -0.18 -0.16 -0.08
C 0.518124 4.055382 5.539473 0.28 -0.06 0.13 -0.21
C 1.765224 3.665782 5.990273 -0.13 -0.02 -0.12 -0.06
Cl 2.577724 4.615482 7.192373 0.11 0.15 0.12 -0.02
C 2.365524 2.523882 5.492173 -0.13 0.10 0.03 -0.24
C 1.654324 1.766482 4.590173 -0.18 -0.01 -0.16 -0.18
C 0.370324 2.114082 4.156573 0.43 -0.01 0.32 0.30
O -0.197776 1.121682 3.410873 -0.11 -0.03 0.22 -0.50
C -1.173376 1.345882 2.425573 -0.11 0.07 -0.33 -0.17
C -0.637376 2.099882 1.202373 0.10 -0.23 0.53 0.73
O -1.485376 2.740982 0.531573 -0.71 0.49 -0.24 -0.79
O 0.559324 2.014582 0.906573 0.57 -0.34 0.52 -0.74
H -1.647876 4.871082 4.566973 -0.04 0.06 0.01 0.22
H -2.354376 3.262582 4.525873 -0.11 -0.04 -0.08 0.21
H -1.580176 3.939082 3.076973 -0.14 0.01 -0.05 0.24
H 0.079624 4.953482 5.949273 -0.04 0.10 -0.05 0.22
H 3.356624 2.232682 5.804573 0.04 -0.01 0.06 0.22
H 2.078424 0.861382 4.188173 0.03 -0.15 -0.07 0.22
H -2.077776 1.831982 2.797273 0.16 -0.07 0.00 0.19
H -1.440876 0.336682 2.091973 -0.07 0.19 -0.05 0.20
```
Forces are in eV/Å.

Values from the calculation:
Calculated total energy in eV: -53855.72490
HOMO in eV: -7.8
LUMO energy in eV: -0.19
Multiplicity: 1